a:
The following is a DFT calculation (ωB97M-V/def2-TZVPD) of a molecular structure, C35H30AsN6ReS.

Results
orbital gap (spin up / spin down)	8.1 / 5.0	eV
HOMO energy (spin up / spin down)	-0.601 / -0.604	Ha
molecular weight	827.86	g mol⁻¹

ORCA input file:
```
! wB97M-V def2-TZVPD RIJCOSX def2/J DEFGRID3
* xyz 3 4
C 1.7468 -0.5656 -3.1840
H -4.6750 -5.1642 -4.3197
C -3.4546 -3.1871 3.4479
C 1.2074 -2.5590 -4.4303
C -1.9228 0.8200 -5.1496
H -3.0681 -5.3810 0.8847
N -1.6371 -0.9975 1.2694
H 3.5778 -0.7517 -6.0318
H -4.5090 -2.7052 -4.5427
H -3.2670 3.7006 -1.4880
C 2.6772 -0.2172 -4.1755
H -3.7546 3.5702 -4.3111
N -0.8117 1.5923 1.1360
C -2.7148 -2.5623 -3.4038
C 2.3541 -5.9995 -0.1784
N -1.5821 0.9927 -1.4513
C -3.1178 2.7067 -4.2067
H 2.2858 -2.8391 -6.2674
C -1.8312 -4.6356 -2.5725
H -0.0257 2.2430 1.1630
C 0.8509 -3.8748 -1.1537
H -2.6661 -0.4998 4.2438
C -3.0027 -4.4424 1.4139
H 0.6697 -3.2570 0.8924
H 2.9554 -6.8138 0.1960
C -2.6410 2.3068 -2.9688
H 0.5985 -3.4488 -4.5673
C -2.7503 1.9336 -5.2953
Re -0.2806 -0.2479 -0.3739
H 3.2428 0.6950 -4.0662
C -2.7966 -2.1149 2.8601
C 2.0470 -5.9278 -1.5275
H 1.1005 -4.8145 -3.0842
C -1.7563 -0.2427 2.3604
C -1.7215 -3.2500 -2.7130
As -0.1725 -2.3563 -1.8634
C -3.5434 -4.3477 2.6997
C -1.0538 1.0696 2.4858
H -1.6412 0.2528 -6.0227
H -3.1015 2.1998 -6.2784
C 1.3169 -4.8609 -2.0227
C 2.1376 -2.2072 -5.4051
C 1.0251 -1.7709 -3.3039
C -2.3686 -3.3703 0.8191
C -3.8491 -4.6335 -3.8719
H -1.9469 -3.4284 -0.1796
C -2.1264 2.0467 -0.8520
C 1.2427 -0.8970 0.7611
H -2.8980 1.9022 1.1047
H -4.0398 -5.2089 3.1158
S 1.4569 0.6024 -1.9367
C 1.8640 -5.0388 0.6906
N -2.4496 -0.8626 3.3247
H 2.0727 -5.1046 1.7482
H -3.8813 -3.1234 4.4367
C -3.7639 -3.2553 -3.9878
H 2.3850 -6.6943 -2.2039
H 2.9995 -1.2208 1.9692
C 2.8689 -1.0322 -5.2699
H -0.0964 0.8989 2.9919
H -1.9589 3.3722 0.8048
H -0.7928 -0.4264 -3.8181
C -1.9987 2.2933 0.6109
H -1.1054 -5.1861 -1.9843
N 2.1854 -1.0073 1.4298
H -2.9157 -6.3994 -3.0687
H -1.6249 1.7765 3.0979
N -2.7723 2.8475 -1.7089
C -2.2686 -2.1922 1.5530
C -2.8758 -5.3243 -3.1656
C 1.0962 -3.9877 0.2094
C -1.8547 1.1505 -2.7982
C -1.4595 0.4176 -3.9121
H -2.6817 -1.4879 -3.4915
*
```

b:
The following is a DFT calculation (ωB97M-V/def2-TZVPD) of a molecular structure, C35H30AsN6ReS.

Results
orbital gap (spin up / spin down)	8.8 / 6.0	eV
HOMO energy (spin up / spin down)	-0.603 / -0.608	Ha
molecular weight	827.86	g mol⁻¹

ORCA input file:
```
! wB97M-V def2-TZVPD RIJCOSX def2/J DEFGRID3
* xyz 3 4
H 0.6905 -1.0387 2.2856
N -0.4264 2.5666 4.0418
C 2.1631 -2.3208 0.3537
H -1.6548 -5.0215 -2.4114
C -0.1956 1.9000 -1.3630
C 3.5414 -2.6405 2.3070
C -0.4166 -3.4084 -1.7381
C -3.6039 1.4344 -1.1701
H 2.8970 -1.5639 -3.3480
C 2.7447 -1.8176 1.5210
C 3.0060 0.9584 -1.0590
C -1.1715 -1.6852 1.7814
C -1.3796 -3.5415 -3.9404
C 2.5633 -0.2011 -1.7262
S 2.1858 1.6212 0.3201
C -0.0817 5.8073 1.5473
C -5.5230 -0.5221 -0.3759
H 3.4414 -5.4572 0.4273
H -0.2869 -3.8372 -0.7545
H -0.6485 -2.4145 1.1626
N -0.2119 -0.5957 2.1175
N -0.2589 2.5154 -2.3337
H 5.6877 1.6740 -3.0053
N -3.5310 -1.4488 0.9045
H -1.6707 -0.0743 3.5668
C -0.4713 1.6082 3.1233
H -0.2547 5.3300 4.9312
C 0.1860 -2.2051 -2.0903
C -4.9131 1.4893 -1.5958
N -0.3969 2.1063 1.8966
H -6.8767 0.6057 -1.5671
H 4.0073 -2.2431 3.1991
C 3.2316 -4.4432 0.7467
C 3.2239 -0.6643 -2.8429
C 4.8090 1.1570 -2.6433
C 2.4336 -3.6265 -0.0475
H -0.9453 -1.9110 -5.2677
H -0.0407 -0.1850 4.2109
C -0.1130 6.0972 2.9258
C -5.8591 0.5214 -1.2087
H 0.4367 -0.7045 -3.6256
H -0.1435 4.2987 0.0191
H -1.5289 -2.2061 2.6695
C -0.1642 4.5144 1.0799
H -3.9429 -2.2410 1.3761
C -0.3075 3.8052 3.3863
H -0.4889 2.4308 5.0407
H 2.6511 -0.7703 1.7901
H 2.0620 -4.0105 -0.9851
C -3.2524 0.3733 -0.3419
C -0.0200 -1.6478 -3.3516
H -2.8953 2.1986 -1.4581
C -0.2278 5.1050 3.8727
H -5.2281 2.3005 -2.2383
N -2.0257 0.0281 0.2731
C -0.6244 0.1476 3.3542
C -1.1973 -4.0759 -2.6728
C -0.7983 -2.3261 -4.2790
Re -0.0522 0.7674 0.3114
H 4.3967 -4.5973 2.5401
C 4.1506 1.6287 -1.5184
C -0.2777 3.5105 2.0335
H -0.3261 3.0724 -3.1707
H 4.5030 2.5141 -1.0010
H -6.2525 -1.2597 -0.0663
H 4.8703 -0.3382 -4.1797
H -0.0467 7.1280 3.2480
C -4.1997 -0.5638 0.0451
H 0.0062 6.6233 0.8420
C 3.7721 -3.9582 1.9284
As 1.1718 -1.1692 -0.8329
C 4.3464 0.0257 -3.3057
H -1.9787 -4.0741 -4.6681
C -2.2687 -1.0547 1.0035
*
```

Relative energies in kJ/mol: a 94.6; b 0.0

a:
The following is a DFT calculation (ωB97M-V/def2-TZVPD) of C5H7NS in the gas phase.

Results
orbital gap	8.1	eV
HOMO energy	-0.316	Ha
molecular weight	113.18	g mol⁻¹
SMILES	S=C/C=C/N1CC1

ORCA input file:
```
! wB97M-V def2-TZVPD RIJCOSX def2/J DEFGRID3
* xyz 0 1
H -2.1168 -0.7799 1.6004
C -2.9643 0.7013 -0.1681
H -3.7155 -1.3265 0.3977
H -0.7317 0.9208 0.8938
H 0.6103 -0.9258 -1.3236
H 1.3777 1.3951 0.7522
H -3.9093 0.5614 -0.8793
S 3.2080 -0.1439 0.0655
C 0.4634 -0.0401 -0.6627
C -2.8797 -0.6648 0.5659
N -1.9288 -0.3691 -0.4237
C -0.7100 0.1467 0.0720
C 1.6715 0.4030 0.2343
H -2.8259 1.7645 0.2283
*
```

b:
The following is a DFT calculation (ωB97M-V/def2-TZVPD) of C5H7NS in the gas phase.

Results
orbital gap	7.9	eV
HOMO energy	-0.292	Ha
molecular weight	113.18	g mol⁻¹
SMILES	C=C/C(C=S)=C\N

ORCA input file:
```
! wB97M-V def2-TZVPD RIJCOSX def2/J DEFGRID3
* xyz 0 1
H -2.3385 -2.0271 -0.6869
S 0.2862 3.0502 -0.9265
C -0.4960 1.6327 -0.6285
C -1.7268 -1.1508 -0.8597
C 1.2568 0.4542 0.5545
H -1.5087 1.5475 -0.9270
C -0.8280 -0.7873 0.0429
H 2.7565 -0.4891 1.5047
H 1.8089 1.4006 0.5720
C 0.0236 0.4379 -0.0099
H -1.9081 -0.5840 -1.7689
H -0.7030 -1.3757 0.9295
N 1.8761 -0.5892 1.1359
H 1.5009 -1.5200 1.0678
*
```

c:
The following is a DFT calculation (ωB97M-V/def2-TZVPD) of C5H7NS in the gas phase.

Results
orbital gap	9.2	eV
HOMO energy	-0.310	Ha
molecular weight	113.18	g mol⁻¹
SMILES	C=C[C@@H]1N=CCS1

ORCA input file:
```
! wB97M-V def2-TZVPD RIJCOSX def2/J DEFGRID3
* xyz 0 1
H 3.0873 0.0998 -1.2187
H -3.1917 -0.8008 -0.1407
C -2.2501 -0.4401 0.3438
C 2.8485 0.0289 -0.1692
H 0.3618 -0.1707 -1.7686
C 0.0805 -0.1305 -0.6984
C 1.6548 0.0271 0.3265
H -2.2823 1.6646 0.5270
H -2.1783 -0.6366 1.3910
H 3.7439 -0.0372 0.5698
H 1.3653 -0.0241 1.2655
N -0.5451 1.0674 -0.3679
S -0.9567 -1.5090 -0.1239
C -1.7378 0.8612 0.0639
*
```

Relative energies in kJ/mol: a 342.8; b 0.0; c 182.7